# 1
Molecular formula: C24H32N4OPdSSi
Method: DFT, the ωB97M-V functional and the def2-TZVPD basis

```
64
Properties=species:S:1:pos:R:3:forces:R:3
C 2.186 3.724 -2.933 0.01 0.08 0.05
C 2.064 -1.317 2.429 0.03 0.03 -0.09
H -4.993 -3.979 -2.243 0.00 0.00 -0.01
H 1.763 1.292 2.848 -0.01 -0.01 -0.01
H -0.083 -3.057 -2.565 0.00 0.02 0.00
Pd 0.727 -0.375 -0.114 -0.09 -0.21 0.04
C 1.206 -2.136 4.510 0.07 0.01 -0.02
H -0.469 -4.352 -1.423 -0.01 0.00 -0.01
C -4.258 -3.441 -1.647 -0.01 0.01 0.00
C 1.678 1.463 -3.649 -0.03 0.16 0.09
C -3.788 0.126 -0.513 0.01 0.02 0.02
H 1.361 -2.523 5.508 0.00 0.00 0.00
H 1.642 0.715 -4.429 0.00 -0.01 0.00
S 4.772 -0.948 1.797 0.11 -0.03 0.13
C 1.229 2.158 -1.342 0.03 -0.13 -0.04
H 6.080 -0.289 -0.152 0.02 0.00 0.00
H -5.496 -1.751 -1.143 0.00 -0.01 0.00
C 1.714 3.458 -1.669 0.02 0.02 -0.04
N -3.499 -1.227 -0.970 0.04 -0.02 -0.02
H 2.571 4.709 -3.162 -0.01 0.00 0.01
H -1.211 -1.325 2.276 0.01 0.02 -0.01
N 0.803 -1.142 1.956 -0.07 0.06 0.11
N -1.895 -2.843 -1.492 -0.03 -0.02 0.06
H -2.033 2.360 1.086 0.02 0.03 -0.02
H -1.292 0.964 1.861 0.03 0.01 -0.02
N 0.846 1.778 -0.124 -0.15 0.34 0.30
C -0.515 -3.276 -1.584 0.04 0.02 -0.01
C 0.238 4.566 1.041 -0.01 0.02 0.06
H -4.867 0.237 -0.450 0.00 0.01 -0.01
C 3.912 -0.282 -0.569 0.06 0.04 -0.05
H -2.575 -4.713 -2.070 0.00 0.01 0.00
H -3.393 0.876 -1.201 -0.01 0.00 0.00
H -0.290 4.999 1.896 0.00 -0.02 0.02
C 2.179 2.744 -3.924 -0.02 -0.10 -0.05
H 1.501 2.882 3.545 0.00 0.02 -0.01
H -4.314 -3.819 -0.624 -0.01 0.00 0.00
C 5.062 -0.450 0.176 -0.11 0.01 -0.04
C -4.561 -1.959 -1.660 -0.01 0.02 0.00
H -1.585 2.436 2.789 0.00 0.02 0.00
C 3.092 -0.948 1.492 -0.20 -0.01 -0.08
H 2.551 2.974 -4.913 0.00 0.00 0.00
H -0.945 -2.205 4.594 0.01 -0.01 0.02
H -0.359 4.793 0.157 0.01 -0.02 -0.02
H 1.744 4.223 -0.911 0.00 0.00 0.03
C -2.871 -3.673 -2.201 0.03 -0.04 0.00
C 2.294 -1.813 3.708 -0.02 -0.04 0.07
C 1.713 2.355 2.611 -0.03 0.01 0.05
C -1.278 2.054 1.813 0.01 -0.06 0.06
H -3.361 0.299 0.471 0.00 0.00 -0.01
O -1.342 -0.873 -0.475 -0.11 0.05 0.14
C -0.229 -1.463 2.713 0.04 -0.06 0.07
C 1.216 1.183 -2.390 -0.01 -0.06 -0.24
C -0.070 -1.963 4.008 -0.05 0.02 -0.06
H 0.766 0.200 -2.212 0.03 0.07 -0.11
C 2.745 -0.542 0.149 0.28 -0.06 0.14
H 1.192 5.089 0.970 0.02 -0.02 -0.01
H 3.945 0.039 -1.601 -0.03 0.00 0.00
H -2.830 -3.454 -3.273 -0.03 0.01 0.01
H 0.093 -2.801 -0.816 -0.01 -0.02 0.02
H 3.305 -1.950 4.069 0.01 0.01 0.00
H -4.661 -1.589 -2.685 -0.01 -0.01 0.00
H 2.698 2.681 2.271 0.00 0.00 -0.03
Si 0.390 2.741 1.361 0.09 -0.17 -0.34
C -2.217 -1.636 -0.974 0.06 0.01 -0.13
```
Positions in Å, forces in eV/Å.

Calculated values
Relative energy (zero: lowest compared OMol25 entry of this formula, charge and spin)   0.0000 eV
2S+1   5
Charge   +2

# 2
Molecular formula: C27H30AsN2PRuS6
Method: DFT, the ωB97M-V functional and the def2-TZVPD basis

```
68
Properties=species:S:1:pos:R:3:forces:R:3
C -1.567 -1.717 2.459 0.14 -0.10 0.38
C -3.318 -2.865 1.026 -0.07 0.01 -0.10
C -0.541 3.188 1.950 -0.12 -0.12 0.03
H -2.895 -1.701 -3.079 0.00 0.03 -0.02
H -2.841 5.113 4.404 0.02 0.03 0.00
C -2.116 3.192 3.786 0.06 0.03 0.04
C -5.400 2.107 0.281 0.01 0.02 -0.02
H 1.176 2.709 -1.437 0.03 0.04 -0.01
As 3.810 -2.931 0.023 0.35 0.75 0.23
H -3.850 -3.463 1.746 0.04 0.01 0.04
H -2.690 -2.716 4.054 0.01 -0.02 -0.01
C 4.423 1.510 1.459 0.04 -0.03 0.00
C -3.037 1.963 -0.279 0.01 -0.04 -0.01
C 3.727 3.047 3.170 0.00 0.05 0.06
H -3.704 4.199 0.975 -0.02 0.02 0.01
H -3.253 4.658 -0.670 0.01 0.01 0.01
C -1.445 5.264 2.780 0.01 0.10 0.03
C -2.164 -1.323 -2.368 0.03 0.07 -0.09
H 5.704 2.229 3.019 0.00 0.02 0.01
H -1.258 1.426 2.931 -0.04 -0.01 0.02
C -4.586 2.705 -2.028 -0.04 0.03 0.05
C -0.621 4.576 1.900 0.06 -0.05 -0.05
H -0.046 5.131 1.169 -0.02 0.01 0.00
C 3.148 1.540 0.921 -0.06 0.11 -0.01
S 1.238 -0.755 -1.125 -0.01 -0.08 0.21
C -1.843 -2.144 3.716 -0.02 0.04 0.03
N -1.821 -1.413 0.071 -0.15 -0.45 0.01
C 4.711 2.263 2.590 0.02 -0.05 -0.01
Ru -0.474 0.147 0.351 0.11 0.59 0.04
H 1.677 3.675 3.106 0.03 -0.01 0.02
C -2.037 1.325 -0.008 0.03 -0.20 -0.13
H -4.742 1.679 -2.364 -0.01 0.00 -0.01
H 2.217 -0.832 4.251 0.01 -0.01 0.02
S -0.604 -1.655 4.794 0.12 0.10 -0.41
H -6.320 2.685 0.165 0.00 0.01 -0.01
H -2.163 -0.231 -2.380 -0.06 -0.01 0.03
C -4.029 4.184 -0.067 -0.04 -0.04 -0.01
S -3.715 -2.931 -0.641 0.32 0.26 0.08
H -1.503 6.344 2.728 0.00 0.00 -0.02
H 1.990 -0.016 2.705 0.03 -0.04 0.00
H -5.133 2.077 1.338 -0.04 0.02 0.01
S 4.731 -1.506 -1.203 -0.30 -0.33 -0.04
C 2.146 2.315 1.508 0.00 -0.14 -0.03
C 0.235 -0.882 3.487 -0.20 -0.21 0.35
C -2.285 -2.009 1.225 -0.20 -0.27 -0.15
H -5.587 1.084 -0.050 0.00 0.00 -0.01
C -2.192 4.577 3.724 -0.04 -0.05 0.00
P 0.469 2.197 0.793 0.36 0.37 -0.01
H 1.418 0.750 4.195 -0.02 -0.02 -0.01
H -3.770 3.135 -2.608 0.00 0.00 -0.01
C 2.445 3.072 2.637 -0.04 0.02 -0.06
H 5.179 0.882 1.008 0.00 -0.03 -0.04
S 1.360 -2.451 -0.096 0.25 0.04 -0.02
C 1.539 -0.203 3.676 0.08 0.09 0.00
H 1.133 4.194 -0.463 0.01 -0.01 -0.01
C 0.613 3.263 -0.685 -0.08 -0.14 0.08
C -4.259 2.738 -0.530 0.07 0.03 0.07
N -0.397 -0.983 2.355 -0.20 0.18 -0.36
H -4.947 4.767 -0.159 0.00 0.01 -0.02
H 2.924 0.944 0.044 0.08 -0.09 0.01
H -5.494 3.279 -2.226 -0.01 0.00 -0.01
H -2.698 2.646 4.517 0.00 0.00 -0.01
C -1.295 2.508 2.905 0.05 0.01 -0.03
C -2.461 -1.799 -0.994 -0.30 -0.24 0.06
H -0.389 3.459 -1.066 0.01 -0.01 -0.02
H 3.952 3.640 4.048 0.00 -0.01 0.01
S 4.159 -2.682 2.086 -0.31 -0.25 -0.19
H -1.169 -1.654 -2.671 -0.01 -0.04 0.03
```
Positions in Å, forces in eV/Å.

Calculated values
Relative energy (zero: lowest compared OMol25 entry of this formula, charge and spin)   0.0000 eV
2S+1   5

# 3
Molecular formula: C10H17ClF2N2O
Method: DFT, the ωB97M-V functional and the def2-TZVPD basis

```
33
Properties=species:S:1:pos:R:3:forces:R:3
H 0.966 -1.291 2.349 -0.76 0.01 -0.07
C -2.475 2.109 1.368 2.03 -0.85 3.11
C 0.085 -0.517 -1.729 0.86 -1.63 1.93
C -1.663 0.327 -0.318 0.04 2.12 0.32
C 3.672 0.682 0.707 0.18 -1.71 -1.30
F 3.718 0.530 2.136 -0.41 0.57 -1.84
H 0.981 1.527 -0.270 0.02 -1.18 0.84
H -2.453 -0.152 1.820 0.04 1.24 -1.09
H 2.708 -0.155 -1.098 -0.58 0.14 1.66
C 2.451 -0.137 0.028 0.22 0.33 0.16
H 0.427 -2.545 0.275 -0.92 1.43 0.40
H 4.629 0.185 0.297 -1.35 0.86 0.81
H 0.982 0.830 1.443 -0.04 -0.44 -1.62
H 3.672 1.760 0.342 -0.17 -1.19 1.10
H -1.368 1.409 -0.618 -0.49 -1.47 0.16
C -2.302 -0.191 -1.707 3.42 -0.51 1.12
N 0.012 -1.611 2.150 -0.21 -0.14 -0.81
H -3.705 0.360 0.574 1.56 0.53 0.79
H 2.459 -1.240 0.352 0.11 1.68 -0.22
H -3.396 -0.191 -2.024 1.81 -0.05 0.21
C 1.022 0.555 0.328 -0.09 0.33 0.37
Cl -3.373 3.321 0.299 0.85 -1.15 0.90
C -0.271 -1.734 0.697 -0.75 -0.28 -0.08
H -1.256 -1.004 -3.348 0.29 0.70 0.41
N -1.248 -0.600 -2.391 -1.91 0.36 0.33
O -1.769 2.441 2.327 -2.87 -0.76 -3.88
H -0.701 -1.078 2.657 0.76 -0.14 -0.31
H 0.563 -1.551 -1.804 -0.42 1.63 -0.67
H -1.339 -2.165 0.605 1.59 0.53 0.07
H 0.799 0.287 -2.146 -1.59 -1.44 -0.04
F 1.028 -0.356 -4.117 -0.62 -0.07 0.39
C -2.629 0.554 0.947 -1.10 0.40 -1.27
C -0.226 -0.359 -0.130 0.51 0.15 -1.85
```
Positions in Å, forces in eV/Å.

Calculated values
2S+1   1
E   -33626.1411 eV

# 4
Molecular formula: C3H7N5O
Method: DFT, the ωB97M-V functional and the def2-TZVPD basis

```
16
Properties=species:S:1:pos:R:3:forces:R:3
H -2.339 1.265 -2.065 0.58 -0.23 -0.29
N -0.518 -1.459 1.333 0.07 0.08 0.09
H -0.241 2.119 1.044 -0.10 -0.27 -0.92
H -0.542 -0.630 1.917 -0.22 -1.12 0.66
N 0.387 0.259 0.167 -1.37 2.85 -0.96
N -0.170 -1.763 -0.974 -0.36 0.52 -1.19
N -1.321 1.885 -0.695 2.03 -0.62 2.17
H -0.769 -2.411 1.593 -0.03 0.74 -0.11
H 3.207 -0.338 1.468 -0.18 -0.97 -0.34
C -0.142 -1.080 0.083 -0.19 0.42 -0.63
C -0.421 1.481 0.154 -0.37 -0.50 -0.16
H 1.950 -1.622 0.810 -0.13 -0.77 -0.31
N 1.618 0.463 0.751 -0.55 -1.82 -0.25
H -0.014 -1.141 -1.816 0.24 -0.98 1.42
C 2.269 -0.625 0.968 1.53 2.97 1.22
O -1.432 1.051 -1.782 -0.94 -0.30 -0.39
```
Positions in Å, forces in eV/Å.

Calculated values
Relative energy (zero: lowest compared OMol25 entry of this formula, charge and spin)   4.0227 eV
SMILES   [H]/N=C(/N)N(/C=N\O)N=C
2S+1   1

Q: Which formula does entry 2 have?
A: C27H30AsN2PRuS6